# 1
ORCA calculation (wB97M-V/def2-TZVPD) on a structure of composition B2Cd3H32O20P2 at a distorted geometry.

Each line ends with the Löwdin charge.
Geometry (Å):
Cd 7.07214 22.32123 19.88245  1.287
Cd 6.49316 23.14338 16.86160  1.333
Cd 10.85761 21.38028 19.18875  1.331
P 8.60478 21.90344 17.80997  0.048
O 7.08927 21.49460 17.90540  -0.528
O 8.43931 23.08933 16.90209  -0.453
O 9.79749 20.96472 17.49108  -0.443
O 8.98737 22.32038 19.25606  -0.505
P 4.81059 23.40432 18.90197  -0.068
O 6.26543 23.87637 18.70073  -0.594
O 3.70151 24.13997 19.66666  -0.438
O 5.11900 22.27410 19.93257  -0.524
O 4.50242 22.90564 17.45228  -0.521
B 7.40806 23.38456 21.87122  -0.503
H 8.28386 22.84412 21.41034  -0.082
H 6.75048 22.48172 22.17490  -0.043
H 7.73279 23.96557 22.81421  -0.012
H 6.88938 24.00384 21.08401  -0.041
B 12.08484 22.66399 20.79479  -0.450
H 11.58267 22.13916 21.68922  -0.053
H 11.29619 23.13624 20.12834  -0.082
H 12.81163 23.45462 21.21621  -0.030
H 12.62520 21.86927 20.20349  -0.089
O 9.69159 23.17055 14.43983  -0.087
H 9.27551 23.97888 14.12653  0.028
H 9.46864 23.13296 15.39147  -0.019
O 11.99450 19.65978 18.81364  -0.117
H 11.67878 19.31003 17.95597  0.025
H 12.90709 19.36095 18.88100  0.078
O 6.09317 19.18460 17.08899  -0.106
H 6.32062 20.06909 17.49113  -0.009
H 6.81133 19.00410 16.47864  -0.028
O 9.25436 25.45120 20.94193  -0.114
H 8.58269 24.82176 21.31037  -0.048
H 9.78967 24.90979 20.35071  -0.014
O 6.29626 22.24330 14.92848  -0.101
H 5.47105 22.00202 14.48703  0.078
H 6.99892 21.89937 14.36308  0.040
O 8.60074 19.71090 15.05887  -0.055
H 8.64714 20.28118 14.28449  0.049
H 8.85099 20.29317 15.79959  -0.005
O 10.67239 24.63922 17.94389  -0.055
H 10.58704 25.51312 17.55144  0.062
H 9.87241 24.15684 17.65463  0.009
O 12.32934 22.42586 17.69029  -0.120
H 11.80816 23.23740 17.50505  0.018
H 12.71095 22.18121 16.83873  0.056
O 11.58740 19.54428 15.85438  -0.078
H 10.97153 20.21314 16.21823  -0.009
H 11.01696 18.81456 15.60227  0.016
O 9.31422 18.03909 17.34001  -0.049
H 9.65877 17.37092 16.73959  0.037
H 9.00116 18.75013 16.76383  -0.025
O 10.16435 20.48185 21.02373  -0.139
H 9.90664 21.07991 21.74647  0.063
H 10.15125 19.59734 21.40606  0.070
O 6.85374 20.28400 20.62077  -0.110
H 6.03454 19.80655 20.80038  0.071
H 7.50876 19.60182 20.41866  0.049

As for the charge: -2. As for the molecular weight: 773.0 g/mol. As for the energy relative to the best compared isomer or geometry (same formula, charge and spin): 0.0 kJ/mol. Its orbital gap is 4.4 eV. The calculation puts the LUMO energy at 3.5 eV. For the HOMO energy, the calculation gives -0.838 eV.

---

# 2
ORCA calculation (wB97M-V/def2-TZVPD) on a structure of composition B2F8Tl at a distorted geometry.

Each line ends with the Löwdin charge.
Geometry (Å):
Tl 4.61487 3.38179 -3.69769  1.985
B 2.65370 1.59140 -3.53501  -1.295
F 1.74493 0.51732 -3.47321  0.219
F 2.45052 2.52281 -2.55093  0.182
F 3.96286 1.12658 -3.50269  0.190
F 2.63994 2.25796 -4.73521  0.223
B 4.26017 3.66825 -1.14761  -1.424
F 5.40253 4.20781 -1.57412  0.269
F 3.18603 4.14047 -1.87129  0.192
F 4.34652 2.36979 -1.50332  0.216
F 4.02620 3.82450 0.20654  0.243

As for the charge: +1. As for the molecular weight: 378.0 g/mol. As for the energy relative to the best compared isomer or geometry (same formula, charge and spin): 230.6 kJ/mol. Its orbital gap is 4.5 eV. The calculation puts the LUMO energy at -13.1 eV. For the HOMO energy, the calculation gives -17.612 eV.

---

# 3
ORCA calculation (wB97M-V/def2-TZVPD) on a structure of composition B2H26NiO9 at a distorted geometry.

Each line ends with the Löwdin charge.
Geometry (Å):
Ni -0.71632 0.67669 1.77368  0.723
B 1.17403 -0.36909 2.86992  -0.260
H 0.59923 -0.88991 2.11986  -0.079
H 1.58522 -1.04137 3.60694  0.020
H 1.99810 0.12867 2.38269  0.026
H 0.60614 0.42977 3.32113  -0.022
B -0.12483 0.29065 -0.42745  -0.363
H -0.05218 1.01515 -1.22373  0.016
H -1.09965 0.18324 0.02246  -0.004
H 0.19604 -0.65522 -0.83566  -0.004
H 0.52012 0.68986 0.33995  -0.016
O -2.62253 1.53574 1.26528  -0.010
H -3.17856 2.07478 1.82787  0.096
H -3.18600 1.29630 0.52948  0.092
O -1.44423 -2.11203 -1.76896  -0.044
H -2.14070 -1.78655 -2.33926  0.056
H -1.08392 -1.32631 -1.35777  -0.055
O 0.62115 -1.66304 -4.07541  -0.040
H 0.05309 -2.11478 -4.69948  0.046
H 0.02708 -1.34954 -3.39348  -0.005
O -2.00117 2.13000 -1.94045  -0.045
H -1.22770 1.67402 -1.60867  -0.053
H -2.13714 2.85069 -1.32536  0.029
O 2.52781 1.31973 -1.34401  -0.018
H 2.83837 1.75701 -0.55118  0.072
H 1.74482 0.84496 -1.06519  -0.034
O 3.11378 -1.24926 -1.72714  0.157
H 2.45487 -1.81536 -2.12910  0.064
H 2.88709 -0.36822 -2.02484  0.037
O -1.67907 -1.05339 2.30488  -0.008
H -1.84016 -1.83893 1.78221  0.110
H -2.02103 -1.26825 3.17271  0.110
O 1.17737 -2.80886 0.38227  0.152
H 0.89148 -2.37899 1.18830  0.036
H 1.32274 -2.09101 -0.23400  0.018
O -0.00232 2.71897 1.64874  0.003
H 0.20361 3.11041 2.49762  0.094
H 0.01534 3.45343 1.03516  0.102

As for the charge: +1. As for the molecular weight: 250.5 g/mol. As for the energy relative to the best compared isomer or geometry (same formula, charge and spin): 0.0 kJ/mol. Its orbital gap (alpha / beta) is 10.2 / 3.5 eV. The calculation puts the LUMO energy (alpha / beta) at -3.7 / -9.9 eV. As for the multiplicity: 4. For the HOMO energy (alpha / beta), the calculation gives -13.950 / -13.408 eV.

---

# 4
ORCA calculation (wB97M-V/def2-TZVPD) on a structure of composition B3BeH12 at a distorted geometry.

Each line ends with the Löwdin charge.
Geometry (Å):
Be 0.53812 -0.69036 -0.57920  0.986
B 0.68687 -0.33221 3.25020  -0.354
H 1.70967 -0.40438 2.91416  -0.094
H 0.13372 0.42134 2.71127  -0.077
H 0.16012 -1.27178 3.18718  -0.083
H 0.66320 -0.05734 4.29333  -0.034
B -3.26934 -0.71221 0.10145  -0.340
H -2.98068 -0.84910 -0.92917  -0.108
H -4.32128 -0.57737 0.30014  -0.037
H -2.93402 -1.49675 0.76198  -0.076
H -2.82328 0.20585 0.45135  -0.058
B 2.49526 1.14467 -3.30705  -0.380
H 1.91232 1.89242 -2.79197  -0.102
H 2.91331 1.54197 -4.21899  -0.061
H 3.26766 0.87205 -2.60468  -0.092
H 1.84834 0.31314 -3.54005  -0.089

As for the charge: -1. As for the molecular weight: 53.5 g/mol. As for the energy relative to the best compared isomer or geometry (same formula, charge and spin): 721.6 kJ/mol. Its orbital gap is 3.4 eV. The calculation puts the LUMO energy at -3.3 eV. For the HOMO energy, the calculation gives -6.665 eV.